The following is a quantum chemistry calculation of a structure of composition C28H50Cl4F7LiMgN2O12P in a non-equilibrium geometry, from the Open Molecules 2025 dataset.

Atoms and positions in Å:
Cl: -1.156530 2.392805 2.663368
Cl: -2.526237 4.706632 1.543712
Cl: 0.183702 4.064723 0.690565
Cl: -9.015825 1.087948 -3.666769
P: 7.783998 -2.380501 -8.605247
Mg: -3.728323 -0.535346 -2.582059
F: 8.128049 -1.770736 -9.997296
F: 8.817746 -3.076476 -7.668967
F: 5.684175 -0.949195 5.633231
F: 8.511205 -1.034092 -8.310798
F: 6.906594 -2.116905 -7.344755
F: 8.035928 -3.789076 -9.222274
F: 6.305702 -2.496226 -9.084172
O: 4.604146 -2.423714 6.699572
O: 3.079738 -3.603694 5.633248
O: 4.956806 2.669708 -8.757904
O: 4.384465 2.104995 -6.791968
O: 1.927019 3.481517 -5.280531
O: -4.404754 -0.200708 2.663858
O: -6.704931 1.794200 -3.113159
O: -1.990178 1.453132 -1.313617
O: -7.428323 -0.482075 -3.652117
O: -0.449976 5.919492 -3.893202
O: -6.203404 -1.532789 6.605099
O: 6.110800 1.031850 -7.835010
N: -3.498212 -1.673345 5.295074
N: 3.978285 -3.465468 6.471388
C: -5.237619 1.914882 -3.114542
C: 3.325236 0.384376 -3.170383
C: 0.338151 -1.306189 1.013015
C: -4.949170 -1.483454 7.297547
C: -2.683461 -0.991848 4.282309
C: 5.183999 1.865727 -7.728776
C: -2.013215 2.233463 -2.401161
C: -1.371013 3.401996 1.222955
C: 3.825225 -2.391630 1.952721
C: 1.065835 -0.941570 2.298005
C: -3.331494 0.184307 3.524741
C: -6.589031 -2.852214 6.240982
C: -2.747725 4.694807 -3.367617
C: -5.666856 -0.309844 3.306542
C: -6.962730 0.701970 -4.109631
C: -3.876746 -0.814544 6.421922
C: -1.154481 4.771878 -3.871105
C: 3.452223 -1.056002 1.302239
C: -3.136064 3.446700 -2.655929
C: -0.929722 2.032201 -3.654642
C: -0.530252 3.301824 -4.368553
C: 2.400491 -0.233599 2.056313
C: -4.663621 3.100466 -2.098191
C: 2.529945 1.052428 -4.480910
C: 4.454922 -2.233937 3.328254
C: 2.458790 2.663862 -4.179463
C: 0.537229 3.136821 -5.616776
C: 4.343396 -4.658704 7.281604
Li: 6.884175 -3.845349 7.130347
H: -1.771539 2.776757 0.420893
H: 3.090552 0.783314 -5.497816
H: 1.211676 -1.840756 2.905951
H: -6.709838 0.863634 -5.243085
H: -4.497126 2.560703 -1.056236
H: -0.621742 -1.779205 1.245193
H: -4.283299 0.138078 6.071939
H: -1.751585 -0.650636 4.747787
H: 2.215750 0.689345 1.491386
H: 0.199154 3.913420 -6.458140
H: 4.358378 -0.446869 1.199299
H: 4.730934 -3.214312 3.729955
H: 5.361371 -1.623191 3.274403
H: 4.222314 3.108132 -8.282349
H: -6.559121 -3.524332 7.103250
H: -4.893916 2.238951 -4.210749
H: -5.108123 -0.861108 8.185812
H: -5.779418 0.395629 4.134706
H: -3.533734 5.543844 -3.550188
H: -4.713834 0.864546 -2.932159
H: 2.809429 0.084509 3.022003
H: -2.563774 0.606091 2.867658
H: -6.443552 -0.097089 2.566924
H: 4.219891 -0.304761 -3.506057
H: 1.487172 0.516306 -4.538289
H: -4.625891 -2.473577 7.641652
H: 0.419890 2.069533 -6.137923
H: 5.396834 -4.875461 7.092785
H: -2.404680 -1.754202 3.544912
H: 2.582793 -0.182060 -2.453194
H: 4.539937 -2.907482 1.300281
H: -5.949676 -3.237936 5.442892
H: 2.948230 -3.043105 2.022436
H: 3.101781 -1.248753 0.282183
H: 1.929606 2.813413 -3.146490
H: 3.587437 3.018771 -4.021684
H: -4.342965 -2.017837 4.839942
H: 3.716055 -5.498757 6.975943
H: 0.139164 -0.413974 0.411037
H: 4.170768 -4.410088 8.330701
H: -0.566076 0.958628 -3.944439
H: -5.823488 -1.334408 3.649919
H: 3.765132 -1.768250 4.038166
H: -2.990596 -0.608690 7.031859
H: 0.420870 -0.276296 2.885729
H: 0.915775 -2.010413 0.407401
H: -7.615825 -2.815052 5.866473
H: -5.363928 4.038975 -2.038691
H: -3.634637 1.001647 4.188441
H: 3.759393 1.288895 -2.523511

Atoms 1-2, force components in eV/Å:
0.4 0.6 -0.3
0.0 -0.1 -0.1

Results
E = -141424.0258 eV
Maximum force = 9.0 eV Å⁻¹
LUMO = -4.1 eV
Charge = -1
HOMO-LUMO gap = 1.224 eV
HOMO level = -5.341 eV

---

The following is a quantum chemistry calculation of a structure of composition C28H50P2RuSi in a non-equilibrium geometry, from the Open Molecules 2025 dataset.

Atoms and positions in Å:
Ru: 0.354914 -0.170352 -4.890962
P: -1.955072 1.956740 -1.505653
P: 1.030378 1.192851 -1.169151
Si: -1.118543 4.335647 2.419653
C: -1.671258 3.810646 4.115777
C: 0.685115 -0.703077 1.590174
C: -1.299462 -0.527064 -5.786870
C: -2.221735 0.226642 -1.904832
C: -0.934478 -1.300544 -7.026825
C: 0.971215 1.624010 -7.080720
C: -1.799142 -0.518980 2.222970
C: 0.929732 -3.173957 -1.224691
C: 0.706849 4.786474 2.469127
C: -0.671048 -1.129518 1.492989
C: -1.658340 2.341540 0.161933
C: -0.741395 -2.152953 0.501182
C: -1.459878 3.019281 1.171586
C: 2.911803 -1.376702 0.477801
C: 0.555862 -2.312319 -0.069292
C: -0.285417 2.108269 -2.268262
C: -2.084476 5.802150 1.800794
C: -3.305328 2.877690 -2.251460
C: 1.529167 -0.772092 -6.312928
C: 1.622132 0.674122 -6.086859
C: -0.569245 1.592302 -7.045511
C: 2.290706 0.884357 -2.563416
C: -1.067459 0.912590 -5.786077
C: 1.115907 0.455739 2.409513
C: 1.450133 -1.466199 0.657047
C: 0.576735 -1.337029 -7.350036
C: -1.930374 -2.962608 0.171433
C: 1.835230 2.645559 -0.476882
H: -2.792174 -2.325821 -0.071941
H: -1.533973 -0.372187 3.278135
H: 1.361328 -4.169208 -0.957792
H: 1.969475 3.270315 -1.357159
H: -1.494332 -0.101133 -2.657973
H: 2.211349 0.523020 2.478573
H: 0.874306 5.601075 3.189064
H: 1.084686 5.153051 1.504767
H: -0.929954 2.628876 -6.982642
H: -3.045352 3.417010 -3.179655
H: -1.288889 -2.325214 -6.867023
H: -1.749326 1.541181 -5.187561
H: -0.985827 1.163538 -7.962276
H: -2.227144 -3.587220 1.030344
H: -2.669652 3.377904 4.074116
H: 2.516567 1.053605 -5.573778
H: 2.115168 -0.047037 -3.157731
H: 0.740362 0.345459 3.441959
H: 1.369688 1.510438 -8.105827
H: 2.767685 2.268998 -0.041730
H: 2.306726 1.722187 -3.283924
H: 3.256247 -0.346214 0.578521
H: -1.031013 3.064233 4.585177
H: 1.377803 3.971157 2.768333
H: -2.683595 -1.167650 2.203441
H: -1.729182 -3.632977 -0.675187
H: 3.214138 -1.769984 -0.492089
H: 2.350588 -1.421149 -5.964701
H: 3.268593 0.823148 -2.053168
H: 3.443950 -1.964287 1.233990
H: 1.235110 2.636969 -6.754348
H: -2.045873 0.473997 1.810034
H: 1.184051 3.107545 0.262830
H: -4.112096 2.147123 -2.456718
H: 0.889108 -2.385891 -7.458646
H: -3.632225 3.582782 -1.467416
H: 0.038922 -3.358380 -1.851250
H: -0.185177 3.188131 -2.471053
H: -2.144585 -0.920212 -5.225230
H: -1.451787 -0.906380 -7.916249
H: -2.095601 6.639384 2.498565
H: -1.716098 4.663986 4.794842
H: -0.156724 1.545642 -3.223127
H: 0.712209 1.413145 2.014613
H: -2.081164 -0.316223 -0.972563
H: -1.690600 6.167581 0.851285
H: -3.117407 5.511896 1.607253
H: -3.216001 0.028275 -2.310082
H: 1.677877 -2.658554 -1.865188
H: 0.762389 -0.816339 -8.297365

Atoms 1-2, force components in eV/Å:
0.1 -0.6 6.5
2.4 0.8 1.2

Results
2S+1 = 6
Energy above the lowest of the compared OMol25 structures with the same formula, charge and spin = 0.0 kcal per mole
E = -58869.4516 eV
Maximum force = 6.5 eV Å⁻¹
LUMO (spin up / spin down) = -2.4 / -5.4 eV
Charge = +1
HOMO-LUMO gap (spin up / spin down) = 4.308 / 4.695 eV
HOMO level (spin up / spin down) = -6.714 / -10.073 eV